C16H22ClF3N4O2 in the gas phase, computed with ωB97M-V/def2-TZVPD.

```
! RIJCOSX wB97M-V def2-TZVPD def2/J DEFGRID3
* xyz 0 1
C 5.761 -0.219 -1.320
C 4.361 -0.024 -1.880
H 4.168 1.038 -2.065
H 4.215 -0.596 -2.798
O 3.366 -0.521 -0.977
C 2.963 0.286 -0.012
O 3.374 1.411 0.166
C 1.883 -0.298 0.881
N 1.099 -1.280 0.717
C 1.048 -2.114 -0.446
C 0.311 -1.405 -1.590
H 0.894 -0.546 -1.924
C 0.098 -2.346 -2.773
N -0.198 -1.629 -4.001
C -1.454 -0.910 -3.935
H -1.633 -0.425 -4.893
H -1.394 -0.140 -3.171
H -2.308 -1.570 -3.712
C -0.175 -2.524 -5.139
H 0.803 -3.001 -5.204
H -0.944 -3.311 -5.080
H -0.339 -1.948 -6.048
H -0.695 -3.077 -2.526
H 1.023 -2.905 -2.943
H -0.644 -1.041 -1.207
H 0.483 -3.003 -0.151
H 2.043 -2.422 -0.785
N 1.789 0.433 2.043
N 0.681 0.295 2.865
C -0.582 0.380 2.316
C -0.835 1.134 1.171
C -2.121 1.232 0.665
C -3.192 0.612 1.292
C -2.957 -0.122 2.443
C -1.675 -0.238 2.942
Cl -1.407 -1.176 4.369
H -3.773 -0.615 2.947
H -4.187 0.694 0.888
C -2.341 2.053 -0.573
F -2.437 3.369 -0.303
F -1.336 1.931 -1.458
F -3.462 1.724 -1.230
H -0.023 1.633 0.665
H 0.776 -0.472 3.527
H 2.229 1.348 2.025
H 6.493 0.107 -2.053
H 5.932 -1.268 -1.088
H 5.886 0.369 -0.413
*
```

Results
- max |F| (eV Å⁻¹) = 0.95
- SMILES = CCOC(=O)/C(=N\CCCN(C)C)NNc1cc(C(F)(F)F)ccc1Cl
- calculated total energy (eV) = -47679.1901
- relative energy (zero: lowest compared OMol25 entry of this formula, charge and spin) (kcal/mol) = 0.8

natural (NBO) atomic charge list, values in e, 4 entries: atom 1 (C): -0.6343, atom 2 (C): -0.0773, atom 3 (H): 0.2041, atom 4 (H): 0.1974

2 unconnected molecules or ions with the total composition C6H10NS2 in a non-equilibrium geometry, computed with ωB97M-V/def2-TZVPD.

```
! RIJCOSX wB97M-V def2-TZVPD def2/J DEFGRID3
* xyz 1 1
C 1.027 1.630 0.165
C 1.949 0.590 0.057
C -0.148 1.263 0.874
C -0.006 -0.004 1.413
C -1.386 2.034 0.723
C -0.633 -1.795 -0.780
N 0.180 -2.771 -0.672
S 1.611 -0.618 1.188
S -0.761 -0.615 -1.990
H 0.961 2.563 -0.488
H 2.806 0.322 -0.565
H -2.116 1.379 0.209
H -1.755 2.395 1.710
H -1.119 2.866 0.029
H -0.626 -0.509 2.134
H 0.944 -2.841 -1.357
H 0.159 -3.472 0.068
H -1.354 -1.584 0.023
H 0.267 -0.831 -2.741
*
```

Results
- max |F| (eV Å⁻¹) = 2.44
- calculated total energy (eV) = -29536.6572
- relative energy (zero: lowest compared OMol25 entry of this formula, charge and spin) (kcal/mol) = 6.7

natural (NBO) atomic charge list, values in e, 4 entries: atom 1 (C): -0.2449, atom 2 (C): -0.4275, atom 3 (C): -0.0289, atom 4 (C): -0.4844

A molecular structure, C4H7NO in a non-equilibrium geometry, computed with ωB97M-V/def2-TZVPD.

```
! RIJCOSX wB97M-V def2-TZVPD def2/J DEFGRID3
* xyz 0 1
C -1.556 -0.374 0.351
C 0.074 -0.099 -0.790
C -0.342 0.960 0.061
O 2.368 0.855 0.316
C 2.149 -0.319 0.055
N 1.075 -0.891 -0.583
H -1.832 -1.229 -0.295
H -2.441 0.219 0.441
H -1.268 -0.803 1.298
H -0.440 -0.181 -1.745
H 0.134 1.122 1.029
H -0.832 1.832 -0.375
H 2.895 -1.085 0.250
*
```

Results
- max |F| (eV Å⁻¹) = 2.67
- calculated total energy (eV) = -7796.2543
- relative energy (zero: lowest compared OMol25 entry of this formula, charge and spin) (kcal/mol) = 78.2

natural (NBO) atomic charge list, values in e, 4 entries: atom 1 (C): -0.5977, atom 2 (C): 0.1980, atom 3 (C): -0.3481, atom 4 (O): -0.6230

A molecular structure, C25H35CuGeN7O2S2Se, computed with ωB97M-V/def2-TZVPD.

```
! RIJCOSX wB97M-V def2-TZVPD def2/J DEFGRID3
* xyz -1 1
Cu 0.416 -0.644 0.497
N 4.506 3.086 -2.812
C 3.690 3.004 -1.672
C 2.629 3.888 -1.499
C 1.762 3.740 -0.428
C 1.962 2.722 0.488
C 3.043 1.864 0.349
C 3.894 1.995 -0.731
S 0.894 2.593 1.895
O 1.708 2.891 3.050
O -0.236 3.455 1.629
N 0.510 1.024 1.814
C -0.043 0.438 2.905
N -0.452 1.130 3.985
C -0.958 0.426 4.982
C -1.099 -0.954 4.958
C -0.682 -1.574 3.790
N -0.162 -0.909 2.777
H 4.557 4.009 -3.215
H 5.425 2.691 -2.687
H 2.469 4.680 -2.224
H 0.920 4.407 -0.293
H 3.200 1.075 1.070
H 4.715 1.297 -0.858
H -1.278 0.998 5.849
H -1.518 -1.506 5.786
H -0.770 -2.650 3.659
C 2.657 -2.072 -3.402
N 2.473 -1.655 -2.030
C 2.883 -2.308 -0.945
N 3.521 -3.498 -1.142
S 2.693 -1.668 0.599
H 2.589 -1.194 -4.041
H 1.891 -2.780 -3.728
H 3.647 -2.510 -3.533
H 1.880 -0.855 -1.844
H 3.296 -4.034 -1.965
H 3.670 -4.025 -0.298
C -0.984 -1.951 -0.262
C -1.391 -1.925 -1.634
C -0.749 -2.699 -2.634
C -1.101 -2.624 -3.961
C -2.142 -1.785 -4.377
C -2.833 -1.051 -3.402
C -2.468 -1.119 -2.081
C -2.482 -1.670 -5.758
N -2.750 -1.579 -6.877
H -0.492 -2.881 0.034
H -1.787 -1.687 0.429
H 0.050 -3.366 -2.325
H -0.577 -3.221 -4.700
H -3.664 -0.423 -3.704
H -3.012 -0.535 -1.347
C -1.907 1.937 -5.405
Ge 0.029 1.826 -5.604
C 0.583 0.020 -6.095
C 0.604 3.087 -6.997
C 0.912 2.298 -3.922
Se 0.525 1.048 -2.469
C -1.026 1.929 -1.714
H -2.398 1.718 -6.355
H -2.205 2.933 -5.074
H -2.245 1.207 -4.671
H 0.020 -0.347 -6.955
H 0.396 -0.650 -5.254
H 1.648 0.003 -6.339
H 0.162 2.819 -7.958
H 1.690 3.078 -7.104
H 0.292 4.104 -6.749
H 0.649 3.297 -3.571
H 1.996 2.286 -4.052
H -1.898 1.798 -2.349
H -0.793 2.983 -1.572
H -1.192 1.473 -0.739
*
```

Results
- max |F| (eV Å⁻¹) = 0.28
- calculated total energy (eV) = -229193.9077
- relative energy (zero: lowest compared OMol25 entry of this formula, charge and spin) (kcal/mol) = 12.2

Mulliken atomic charge list, values in e, 4 entries: atom 1 (Cu): 0.4478, atom 2 (N): -0.5178, atom 3 (C): 1.1261, atom 4 (C): -0.5969

5 unconnected molecules or ions with the total composition C5H10Cl10 in a non-equilibrium geometry, computed with ωB97M-V/def2-TZVPD.

```
! RIJCOSX wB97M-V def2-TZVPD def2/J DEFGRID3
* xyz 0 1
C -0.579 -3.528 2.491
Cl -0.849 -1.900 3.117
Cl -1.815 -4.649 3.115
H -0.661 -3.500 1.410
H 0.411 -3.885 2.751
C 0.699 -0.185 0.575
Cl 1.418 -1.746 0.060
Cl 1.679 1.171 -0.049
H -0.259 -0.042 0.095
H 0.645 -0.161 1.651
C 1.219 4.909 0.309
Cl 2.352 5.613 1.480
Cl -0.267 5.847 0.214
H 1.677 4.764 -0.666
H 0.972 3.900 0.631
C -3.897 -0.477 -0.243
Cl -5.654 -0.248 -0.012
Cl -2.953 0.934 0.292
H -3.608 -1.240 0.466
H -3.751 -0.611 -1.303
C 2.675 -0.865 -3.291
Cl 3.992 -1.911 -2.762
Cl 1.193 -1.772 -3.583
H 2.425 -0.104 -2.556
H 2.936 -0.313 -4.190
*
```

Results
- max |F| (eV Å⁻¹) = 1.17
- SMILES = ClCCl.ClCCl.ClCCl.ClCCl.ClCCl
- calculated total energy (eV) = -130571.3095
- relative energy (zero: lowest compared OMol25 entry of this formula, charge and spin) (kcal/mol) = 6.2

natural (NBO) atomic charge list, values in e, 4 entries: atom 1 (C): -0.3918, atom 2 (Cl): -0.0307, atom 3 (Cl): -0.0267, atom 4 (H): 0.2251

2 unconnected molecules or ions with the total composition C6H9NO3 in a non-equilibrium geometry, computed with ωB97M-V/def2-TZVPD.

```
! RIJCOSX wB97M-V def2-TZVPD def2/J DEFGRID3
* xyz 0 1
C 0.373 -0.481 1.569
C 0.526 1.882 0.968
N 0.439 0.506 0.497
C -2.109 -0.024 -0.314
C 1.131 0.113 -0.661
C -1.589 -0.924 -1.103
C -1.225 -2.077 -1.618
O 1.412 1.169 -1.472
O -2.941 0.625 0.214
O 1.589 -0.993 -0.853
H 1.906 0.828 -2.230
H -0.606 -0.390 2.043
H 0.436 -1.479 1.144
H 1.157 -0.325 2.310
H 0.701 2.554 0.135
H 1.336 1.999 1.691
H -0.414 2.152 1.452
H -0.194 -2.273 -1.889
H -1.928 -2.862 -1.882
*
```

Results
- max |F| (eV Å⁻¹) = 3.64
- SMILES = CN(C)C(=O)O.C=C=C=O
- calculated total energy (eV) = -13997.8270
- relative energy (zero: lowest compared OMol25 entry of this formula, charge and spin) (kcal/mol) = 64.1

natural (NBO) atomic charge list, values in e, 4 entries: atom 1 (C): -0.4166, atom 2 (C): -0.4103, atom 3 (N): -0.4714, atom 4 (C): 0.6477

C2H6N4O2 in the gas phase in a non-equilibrium geometry, computed with ωB97M-V/def2-TZVPD.

```
! RIJCOSX wB97M-V def2-TZVPD def2/J DEFGRID3
* xyz 0 1
C -1.858 -0.314 0.442
C 1.284 0.239 -0.668
H -2.987 -0.509 -1.122
H -3.582 -1.307 0.139
H -0.544 -0.654 1.652
H 1.090 0.826 -1.477
H 3.064 -0.396 0.480
H 2.756 1.996 0.329
N -3.029 -0.360 -0.226
N -1.462 -1.003 1.505
N 0.374 -0.013 0.295
N 2.656 0.097 -0.396
O -0.898 0.032 -0.538
O 3.135 1.366 -0.414
*
```

Results
- max |F| (eV Å⁻¹) = 9.34
- SMILES = [H]/N=C(/N)O/N=C/NO
- calculated total energy (eV) = -12220.4198
- relative energy (zero: lowest compared OMol25 entry of this formula, charge and spin) (kcal/mol) = 143.7

natural (NBO) atomic charge list, values in e, 4 entries: atom 1 (C): 0.6541, atom 2 (C): 0.2478, atom 3 (H): 0.3700, atom 4 (H): 0.3894

A gas-phase ion, C2H7N4O (charge +1) in a non-equilibrium geometry, computed with ωB97M-V/def2-TZVPD.

```
! RIJCOSX wB97M-V def2-TZVPD def2/J DEFGRID3
* xyz 1 1
C 0.607 0.646 -0.087
C -0.545 -1.761 0.013
N -1.728 0.463 -0.111
N 1.755 0.061 -0.055
N -0.644 -0.276 -0.150
N 0.378 1.925 0.036
O -2.760 -0.145 -0.052
H -0.342 -1.796 1.125
H -1.583 -1.930 -0.361
H 0.106 -2.098 -0.738
H 1.646 -0.895 0.203
H 2.537 0.665 0.149
H 1.012 2.668 0.278
H -0.440 2.473 -0.251
*
```

Results
- max |F| (eV Å⁻¹) = 6.11
- SMILES = CN(N=O)C(N)=[NH2+]
- calculated total energy (eV) = -10185.6597
- relative energy (zero: lowest compared OMol25 entry of this formula, charge and spin) (kcal/mol) = 83.8

natural (NBO) atomic charge list, values in e, 4 entries: atom 1 (C): 0.7030, atom 2 (C): -0.4856, atom 3 (N): 0.2288, atom 4 (N): -0.7119

4 unconnected molecules or ions with the total composition C16H35INO6 in a non-equilibrium geometry, computed with ωB97M-V/def2-TZVPD.

```
! RIJCOSX wB97M-V def2-TZVPD def2/J DEFGRID3
* xyz -1 1
O -0.812 -2.770 -7.416
C -0.842 -2.227 -6.291
O -1.196 -2.788 -5.232
C -0.444 -0.734 -6.237
N 0.939 -0.591 -5.790
C 1.296 0.739 -5.402
C 0.727 1.254 -4.078
O 0.012 2.200 -3.974
I 1.315 0.208 -2.279
H -0.541 -0.382 -7.257
H -1.157 -0.229 -5.580
H 1.189 -1.292 -5.107
H 1.040 1.467 -6.163
H 2.382 0.767 -5.289
C -3.530 -1.089 1.345
C -2.011 -1.142 1.351
O -1.399 -0.007 0.775
C -1.660 1.232 1.398
C -1.190 1.309 2.841
H -3.900 -0.889 0.339
H -3.942 -2.038 1.691
H -3.910 -0.302 2.001
H -1.681 -1.989 0.750
H -1.632 -1.310 2.366
H -2.725 1.483 1.323
H -1.123 1.974 0.806
H -1.761 0.640 3.489
H -1.308 2.323 3.225
H -0.139 1.025 2.918
C -0.094 -4.178 -2.760
C 1.288 -4.318 -2.154
O 1.364 -3.942 -0.780
C 0.577 -4.705 0.103
C 0.941 -6.181 0.136
H -0.484 -3.176 -2.593
H -0.062 -4.358 -3.832
H -0.805 -4.887 -2.325
H 1.959 -3.642 -2.687
H 1.689 -5.330 -2.288
H -0.488 -4.576 -0.123
H 0.741 -4.273 1.093
H 0.711 -6.673 -0.810
H 0.380 -6.692 0.921
H 2.008 -6.308 0.324
C 1.229 5.530 2.660
C 0.194 5.457 3.771
O 0.280 4.281 4.553
C 1.492 4.082 5.252
C 1.805 5.173 6.262
H 1.198 4.627 2.049
H 1.038 6.394 2.023
H 2.241 5.626 3.056
H -0.803 5.444 3.330
H 0.244 6.347 4.409
H 2.323 3.954 4.548
H 1.377 3.131 5.773
H 2.013 6.127 5.776
H 2.684 4.902 6.849
H 0.962 5.322 6.938
*
```

Results
- max |F| (eV Å⁻¹) = 1.35
- calculated total energy (eV) = -39035.4101
- relative energy (zero: lowest compared OMol25 entry of this formula, charge and spin) (kcal/mol) = 4.6

natural (NBO) atomic charge list, values in e, 4 entries: atom 1 (O): -0.7723, atom 2 (C): 0.7401, atom 3 (O): -0.7943, atom 4 (C): -0.3362

| no. | molar mass (u) |
| --- | --- |
| 1 | 394.8 |
| 2 | 160.3 |
| 3 | 85.1 |
| 4 | 744.9 |
| 5 | 424.7 |
| 6 | 143.1 |
| 7 | 118.1 |
| 8 | 103.1 |
| 9 | 464.4 |